No. 1
Below is the molecule C3H4BrF in a non-equilibrium geometry, with properties calculated with ωB97M-V/def2-TZVPD.

ORCA input file:
```
! wB97M-V def2-TZVPD RIJCOSX def2/J DEFGRID3
* xyz 0 1
C -0.315 -0.675 -0.144
C -0.720 0.699 -0.491
C 0.766 -0.141 0.749
F -1.624 1.523 0.147
Br 2.497 0.184 -0.085
H -1.077 -1.510 0.320
H 0.005 -1.257 -0.962
H -0.134 1.271 -1.325
H 0.602 -0.095 1.792
*
```

The strongest force on any atom is 4.13 eV Å⁻¹. The total energy comes out at -75931.979 eV. As for the HOMO energy: -0.297 Eh. As for the energy relative to the best compared isomer or geometry (same formula, charge and spin): 302.2 kJ/mol.

Let us look at the Mulliken charges, expressed in e, one per atom: -0.346 -0.054 -0.481 -0.241 -0.164 0.262 0.284 0.300 0.440

No. 2
Below is a structure of composition C37H42N4O4PdS2 in a non-equilibrium geometry, with properties calculated with ωB97M-V/def2-TZVPD.

ORCA input file:
```
! wB97M-V def2-TZVPD RIJCOSX def2/J DEFGRID3
* xyz 2 1
Pd -0.515 0.030 -1.127
N -1.132 -1.842 -0.351
C -0.264 -2.417 0.717
C -1.159 -2.679 1.942
C -0.503 -3.165 3.235
C 0.091 -4.578 3.225
N 1.405 -4.557 2.579
C 1.853 -5.393 1.661
N 2.783 -4.949 0.813
N 1.383 -6.646 1.573
C 0.931 -1.477 1.069
O 1.992 -2.024 1.441
O 0.708 -0.259 0.935
H -2.049 -1.622 0.022
H -1.260 -2.497 -1.113
H 0.154 -3.349 0.332
H -1.947 -3.379 1.644
H -1.653 -1.727 2.167
H -1.251 -3.124 4.029
H 0.280 -2.462 3.530
H -0.552 -5.284 2.695
H 0.194 -4.931 4.252
H 1.818 -3.629 2.512
H 2.869 -3.942 0.709
H 3.247 -5.562 0.167
H 0.941 -7.061 2.376
H 1.775 -7.284 0.903
O 0.082 1.748 -2.086
S 0.596 2.978 -1.319
C 2.426 2.891 -1.366
C 2.962 1.486 -1.063
C 3.545 0.748 -2.273
C 2.624 0.646 -3.490
S 1.592 -0.829 -3.603
O 0.944 -1.086 -2.250
C 2.861 -2.076 -3.696
C 2.978 -3.010 -2.680
C 3.926 -4.017 -2.804
C 4.739 -4.084 -3.925
C 4.603 -3.146 -4.940
C 3.654 -2.144 -4.836
C 0.343 4.301 -2.471
C -0.075 4.040 -3.767
C -0.231 5.107 -4.639
C 0.026 6.403 -4.214
C 0.429 6.647 -2.908
C 0.582 5.593 -2.021
H 2.730 3.601 -0.596
H 2.750 3.286 -2.329
H 2.196 0.878 -0.595
H 3.742 1.568 -0.307
H 3.842 -0.252 -1.945
H 4.461 1.244 -2.599
H 3.186 0.643 -4.426
H 1.906 1.463 -3.554
H 2.337 -2.932 -1.811
H 4.024 -4.767 -2.029
H 5.473 -4.873 -4.017
H 5.231 -3.202 -5.819
H 3.529 -1.433 -5.645
H -0.297 3.027 -4.074
H -0.563 4.926 -5.653
H -0.100 7.229 -4.900
H 0.612 7.660 -2.575
H 0.878 5.779 -0.995
C -1.946 0.851 -0.116
C -2.561 1.230 0.873
C -3.256 1.658 1.994
C -2.488 2.212 3.086
C -3.055 3.140 3.977
C -2.292 3.671 4.998
C -0.967 3.276 5.148
C -0.389 2.369 4.265
C -1.135 1.847 3.229
C -4.697 1.525 2.029
C -5.374 1.297 3.238
C -6.747 1.139 3.241
C -7.458 1.227 2.050
C -6.798 1.447 0.845
C -5.424 1.574 0.828
H -4.070 3.483 3.828
H -2.721 4.400 5.671
H -0.375 3.689 5.955
H 0.644 2.074 4.389
H -0.695 1.137 2.540
H -4.817 1.197 4.159
H -7.265 0.945 4.170
H -8.534 1.115 2.059
H -7.359 1.515 -0.077
H -4.900 1.749 -0.102
*
```

The strongest force on any atom is 1.12 eV Å⁻¹. The total energy comes out at -78336.993 eV. As for the HOMO energy: -0.474 Eh. As for the energy relative to the best compared isomer or geometry (same formula, charge and spin): 32.0 kJ/mol.

Let us look at the Mulliken charges, expressed in e, one per atom: 0.595 -0.550 0.809 -0.973 -1.150 -0.979 -0.158 0.813 -0.276 -0.405 0.437 -1.035 -0.495 0.342 0.276 0.221 0.529 0.342 0.473 0.363 0.447 0.414 0.280 0.213 0.193 0.239 0.225 -0.368 0.480 -0.992 0.389 -1.095 -0.214 -0.090 -0.211 0.459 0.079 -0.349 -0.685 -0.638 -0.646 0.481 -0.219 -0.791 -0.470 -0.678 -0.366 0.612 0.539 -0.594 0.521 0.442 0.397 0.654 -0.066 0.307 0.311 0.404 0.409 0.421 0.455 0.414 0.407 0.409 0.409 -0.501 0.169 0.188 0.462 -0.365 -0.856 -0.356 -0.917 -0.408 0.540 -0.194 -0.818 -0.399 -0.726 -0.540 0.625 0.430 0.420 0.500 0.754 0.581 0.426 0.418 0.422 0.429

No. 3
Below is a cluster of 15 separate species, C53H96O34 in total in a non-equilibrium geometry, with properties calculated with ωB97M-V/def2-TZVPD.

ORCA input file:
```
! wB97M-V def2-TZVPD RIJCOSX def2/J DEFGRID3
* xyz 0 1
C 6.247 -0.147 1.808
O 7.092 -0.567 2.822
C 7.903 0.308 3.430
O 8.007 1.453 3.081
O 8.550 -0.337 4.373
C 9.371 0.331 5.352
H 5.336 0.310 2.192
H 5.986 -0.960 1.130
H 6.654 0.580 1.105
H 10.107 0.978 4.876
H 10.035 -0.368 5.861
H 8.763 0.915 6.043
C 3.119 -5.976 -7.056
O 4.049 -6.490 -6.118
C 3.789 -6.353 -4.798
O 2.755 -5.984 -4.260
O 4.899 -6.764 -4.106
C 4.929 -6.740 -2.704
H 2.193 -6.532 -7.205
H 3.687 -5.898 -7.982
H 2.788 -5.003 -6.690
H 5.990 -6.788 -2.458
H 4.423 -7.474 -2.078
H 4.447 -5.871 -2.256
C -4.003 4.313 4.397
O -2.682 4.783 4.649
C -2.349 5.420 5.765
O -3.055 5.508 6.772
O -1.136 5.888 5.681
C -0.469 6.484 6.775
H -4.579 5.083 3.883
H -4.472 4.115 5.361
H -4.111 3.368 3.864
H 0.585 6.234 6.653
H -0.803 6.061 7.723
H -0.527 7.570 6.849
C 0.279 1.934 0.245
O 0.516 0.641 0.821
C 0.256 -0.456 0.086
O -0.200 -0.523 -1.016
O 0.678 -1.505 0.794
C 0.623 -2.856 0.300
H -0.527 1.929 -0.489
H 1.158 2.303 -0.284
H 0.010 2.562 1.094
H 1.098 -2.988 -0.672
H -0.422 -3.162 0.246
H 1.067 -3.622 0.936
C -4.477 2.095 -9.220
O -3.761 0.985 -9.693
C -2.640 0.483 -9.037
O -2.114 -0.576 -9.434
O -2.407 1.112 -7.836
C -1.183 0.864 -7.128
H -5.369 2.156 -9.843
H -3.934 3.039 -9.269
H -4.859 2.081 -8.200
H -1.041 1.780 -6.554
H -0.438 0.752 -7.916
H -1.210 0.013 -6.448
C 4.956 5.675 -4.333
O 4.740 6.189 -3.065
C 4.934 5.457 -1.962
O 5.108 4.239 -1.896
O 5.077 6.296 -1.004
C 5.186 5.833 0.378
H 4.920 6.544 -4.989
H 4.101 5.040 -4.564
H 5.925 5.176 -4.336
H 4.226 5.371 0.607
H 5.386 6.717 0.985
H 6.027 5.140 0.398
C 3.740 12.968 2.709
O 2.730 11.998 2.489
C 1.909 11.639 3.465
O 1.741 12.210 4.497
O 1.078 10.650 3.112
C 1.356 9.730 2.063
H 4.242 12.820 3.666
H 3.358 13.988 2.740
H 4.505 12.947 1.933
H 1.010 8.724 2.301
H 2.441 9.647 1.994
H 0.934 9.986 1.091
C -6.198 0.254 -2.210
C -5.491 1.082 -3.246
C -5.874 2.552 -2.819
O -7.201 2.431 -2.201
C -7.447 1.088 -1.958
H -5.534 0.163 -1.350
H -6.437 -0.708 -2.663
H -5.994 0.864 -4.188
H -4.426 0.885 -3.366
H -5.725 3.212 -3.674
H -5.072 2.903 -2.171
H -8.224 0.839 -2.681
H -7.768 1.058 -0.917
C -6.595 -5.322 0.469
C -7.544 -5.698 -0.671
C -8.859 -5.783 0.053
O -8.736 -4.829 1.161
C -7.436 -4.303 1.180
H -5.648 -4.870 0.175
H -6.467 -6.265 1.001
H -7.225 -6.513 -1.321
H -7.582 -4.836 -1.338
H -9.086 -6.741 0.521
H -9.595 -5.405 -0.658
H -7.085 -4.054 2.181
H -7.467 -3.405 0.563
C -1.394 -1.691 6.197
C -1.745 -3.121 5.868
C -3.227 -3.195 6.222
O -3.717 -1.917 5.826
C -2.645 -0.950 5.865
H -0.547 -1.353 5.600
H -1.137 -1.521 7.243
H -1.131 -3.841 6.409
H -1.688 -3.293 4.793
H -3.243 -3.241 7.311
H -3.770 -4.003 5.732
H -2.852 -0.069 6.473
H -2.570 -0.595 4.837
O -3.402 7.754 -0.801
C -3.985 8.806 -0.723
O -4.476 9.422 -1.787
C -5.149 10.672 -1.476
C -5.430 10.577 -0.001
C -4.444 9.608 0.478
H -6.079 10.752 -2.039
H -4.624 11.576 -1.782
H -6.452 10.206 0.068
H -5.390 11.571 0.443
H -4.847 8.904 1.206
H -3.510 10.017 0.864
O 7.149 -2.122 -3.899
C 6.171 -1.664 -4.377
O 5.031 -1.718 -3.746
C 4.031 -0.902 -4.407
C 4.704 -0.204 -5.540
C 6.016 -0.993 -5.712
H 3.595 -0.252 -3.648
H 3.251 -1.608 -4.694
H 4.883 0.852 -5.341
H 4.019 -0.240 -6.388
H 6.933 -0.505 -6.041
H 5.874 -1.762 -6.472
O -0.801 -8.074 3.272
C -0.140 -8.840 3.941
O -0.049 -8.742 5.279
C 0.836 -9.736 5.856
C 1.008 -10.730 4.735
C 0.608 -10.071 3.426
H 0.287 -10.146 6.705
H 1.740 -9.243 6.212
H 0.355 -11.599 4.814
H 2.022 -11.122 4.811
H 0.076 -10.783 2.795
H 1.512 -9.699 2.944
O 5.628 -6.722 4.011
C 5.657 -5.907 4.893
O 6.495 -5.883 5.916
C 6.236 -4.849 6.831
C 4.728 -4.538 6.528
C 4.709 -4.755 4.985
H 6.873 -3.966 6.812
H 6.383 -5.320 7.803
H 4.512 -3.500 6.783
H 4.144 -5.203 7.164
H 5.071 -3.869 4.463
H 3.699 -5.042 4.691
O -5.875 -5.132 -6.093
C -4.671 -4.894 -5.912
O -4.176 -4.803 -4.689
C -2.836 -4.405 -4.664
C -2.355 -4.620 -6.116
C -3.598 -4.698 -6.957
H -2.217 -5.031 -4.021
H -2.695 -3.360 -4.388
H -1.753 -5.517 -6.264
H -1.644 -3.830 -6.358
H -3.654 -5.588 -7.584
H -3.853 -3.823 -7.555
*
```

The strongest force on any atom is 4.15 eV Å⁻¹. The total energy comes out at -126126.757 eV. As for the HOMO energy: -0.337 Eh.

Mulliken atomic charge list, values in e, 99 entries: -0.760 -0.248 0.755 -0.559 -0.288 -0.679 0.299 0.273 0.341 0.313 0.256 0.297 -0.579 -0.297 0.799 -0.579 -0.308 -0.671 0.282 0.233 0.252 0.275 0.309 0.287 -0.668 -0.294 0.829 -0.599 -0.297 -0.679 0.264 0.326 0.255 0.240 0.331 0.290 -0.622 -0.303 0.810 -0.573 -0.297 -0.631 0.321 0.270 0.212 0.272 0.291 0.250 -0.586 -0.301 0.748 -0.555 -0.297 -0.622 0.275 0.289 0.241 0.235 0.333 0.240 -0.600 -0.318 0.843 -0.612 -0.303 -0.577 0.201 0.273 0.307 0.280 0.192 0.313 -0.644 -0.329 0.790 -0.546 -0.306 -0.633 0.304 0.280 0.253 0.244 0.315 0.271 -0.402 -0.588 -0.444 -0.390 -0.470 0.273 0.256 0.244 0.388 0.335 0.258 0.283 0.258 -0.558 -0.601